The following is a quantum chemistry calculation of C33H87N11O17PZn2 as an isolated structure, from the OMol25 dataset.

Results
net charge = +1
lowest unoccupied orbital energy = -2.05 eV
HOMO-LUMO gap = 7.80 eV
DFT total energy = -192948.055 eV
2S+1 = 1
largest force on an atom = 7.89 eV/Å

```
151
Properties=species:S:1:pos:R:3:mulliken_charge:R:1
Zn 0.06 1.86 3.36 0.818
Zn -1.10 -1.08 1.13 0.546
P 0.07 0.87 0.94 1.271
O -0.49 0.35 2.26 -0.981
O 0.66 2.08 1.61 -1.126
O -1.35 0.71 0.36 -0.320
O 0.69 -0.50 0.72 1.797
C 4.09 -0.32 2.00 0.485
O 5.27 -0.46 2.26 -0.785
N 3.31 -1.28 1.60 0.246
N 3.47 0.80 1.91 -0.009
H 2.37 -1.11 1.28 -0.660
H 3.76 -2.17 1.43 0.246
H 2.56 0.92 1.48 -0.369
H 4.04 1.62 2.05 0.138
C -2.41 3.44 2.60 0.544
O -1.70 2.86 3.45 -0.626
N -2.61 3.13 1.38 -0.007
N -3.04 4.52 3.01 -0.428
H -3.23 3.70 0.82 0.232
H -2.24 2.24 1.07 -0.606
H -2.79 4.79 3.95 0.315
H -3.54 5.13 2.38 0.164
C 1.65 4.52 -0.86 0.491
O 1.16 3.81 -1.67 -0.505
N 2.25 5.69 -1.06 -0.510
N 1.66 4.28 0.40 -0.287
H 2.79 6.11 -0.32 0.137
H 2.37 5.88 -2.04 0.263
H 1.42 3.35 0.73 0.005
H 1.89 5.04 1.02 0.191
C -2.92 -5.58 0.89 -1.069
O -2.70 -4.24 0.58 -0.013
C -3.39 -3.80 -0.56 -1.422
C -3.22 -2.25 -0.82 -1.018
N -1.81 -1.70 -0.71 1.123
C -0.88 -2.33 -1.62 0.682
C -1.15 -2.22 -3.11 -1.095
O -2.11 -3.06 -3.64 -0.281
C -2.20 -2.99 -5.05 -0.704
H -2.36 -5.85 1.79 0.286
H -2.69 -6.24 0.06 0.306
H -3.94 -5.79 1.22 0.308
H -4.45 -3.95 -0.37 0.496
H -3.01 -4.39 -1.39 0.568
H -3.82 -1.65 -0.14 1.038
H -3.66 -2.09 -1.80 0.321
H -1.91 -0.82 -1.21 -0.857
H -0.80 -3.37 -1.32 -0.003
H 0.11 -1.98 -1.33 -0.749
H -0.19 -2.36 -3.60 0.857
H -1.51 -1.22 -3.32 -0.007
H -2.68 -2.09 -5.43 0.141
H -2.87 -3.76 -5.45 0.293
H -1.25 -3.01 -5.57 0.320
C -1.11 2.12 6.42 -1.035
O -0.68 1.35 5.33 0.081
C -0.12 0.10 5.76 -1.531
C 1.07 -0.28 4.89 1.081
N 1.62 0.82 4.16 0.719
C 2.36 1.71 5.05 -0.946
C 2.16 3.19 4.68 -0.825
O 0.77 3.48 4.28 0.394
C 0.50 4.91 4.51 -1.127
H -1.59 1.51 7.18 0.412
H -1.73 2.97 6.14 0.074
H -0.22 2.48 6.94 0.361
H -0.85 -0.70 5.87 0.582
H 0.29 0.09 6.77 0.606
H 0.74 -0.92 4.06 -1.295
H 1.82 -0.88 5.40 0.786
H 2.21 0.42 3.43 -0.647
H 3.45 1.59 5.05 0.430
H 2.16 1.65 6.12 0.348
H 2.82 3.57 3.90 0.404
H 2.40 3.84 5.53 0.644
H 1.30 5.64 4.39 0.399
H 0.22 5.10 5.54 0.333
H -0.28 5.24 3.83 0.169
C -3.58 -0.12 2.51 -0.744
O -2.76 -1.20 2.24 0.437
C -2.81 -2.26 3.25 -1.338
C -1.47 -2.93 3.35 -0.714
N -0.87 -2.92 2.01 1.396
C 0.50 -3.42 2.20 0.702
C 0.68 -4.85 2.71 -1.087
O 0.24 -5.85 1.81 -0.344
C 0.85 -5.80 0.51 -0.471
H -4.60 -0.45 2.68 0.499
H -3.61 0.57 1.67 0.045
H -3.25 0.46 3.38 0.015
H -3.56 -2.93 2.84 0.494
H -3.02 -1.99 4.29 0.486
H -1.67 -3.91 3.79 0.394
H -0.83 -2.46 4.09 0.608
H -1.28 -3.64 1.42 -0.216
H 1.11 -2.75 2.81 0.183
H 1.01 -3.35 1.24 -0.847
H 0.05 -5.06 3.58 0.293
H 1.71 -5.00 3.02 0.403
H 1.94 -5.83 0.63 0.284
H 0.51 -4.92 -0.03 0.050
H 0.54 -6.65 -0.10 0.388
C 3.19 -5.04 -2.10 -0.921
O 2.47 -3.85 -2.49 -0.360
C 2.80 -2.73 -1.67 0.781
C 2.72 -1.40 -2.38 -0.771
N 2.62 -0.30 -1.42 0.198
C 2.16 0.93 -2.06 1.361
C 3.30 1.58 -2.91 -1.249
O 3.35 1.11 -4.28 -0.308
C 3.88 2.05 -5.13 -0.637
H 2.62 -5.93 -2.33 0.295
H 3.47 -5.21 -1.06 0.341
H 4.09 -5.05 -2.72 0.351
H 3.81 -2.88 -1.27 0.767
H 2.15 -2.78 -0.80 -1.011
H 1.81 -1.62 -2.95 -0.123
H 3.55 -1.25 -3.07 0.627
H 2.01 -0.49 -0.64 -0.564
H 1.95 1.61 -1.23 -1.138
H 1.20 0.86 -2.57 -0.014
H 4.30 1.59 -2.48 0.420
H 2.92 2.59 -2.77 0.585
H 4.65 2.73 -4.75 0.346
H 3.09 2.64 -5.59 0.108
H 4.42 1.54 -5.94 0.290
C -4.12 0.40 -4.13 -0.988
O -2.89 0.81 -3.65 0.187
C -2.95 1.88 -2.73 -1.334
C -1.49 2.39 -2.50 1.187
N -0.88 3.24 -3.53 -0.434
C -0.62 2.47 -4.78 0.273
C 0.16 3.16 -5.87 -0.642
O 0.06 2.45 -7.08 -0.257
C 0.63 3.07 -8.17 -0.795
H -4.02 -0.49 -4.75 0.131
H -4.56 1.24 -4.66 0.335
H -4.74 0.05 -3.31 0.342
H -3.34 1.39 -1.84 0.200
H -3.56 2.71 -3.08 0.673
H -0.90 1.50 -2.27 -1.048
H -1.47 2.98 -1.59 0.343
H 0.02 3.51 -3.17 0.476
H -1.54 2.12 -5.27 0.277
H -0.09 1.55 -4.53 -0.071
H 1.18 3.28 -5.50 -0.010
H -0.32 4.12 -6.07 0.395
H 0.52 2.32 -8.95 0.251
H 1.65 3.44 -8.07 0.284
H 0.03 3.95 -8.39 0.330
```

***

The following is a quantum chemistry calculation of C33H88F6N8Na2O11P as an isolated structure, from the OMol25 dataset.

Results
net charge = -1
lowest unoccupied orbital energy = -0.04 eV
HOMO-LUMO gap = 1.63 eV
DFT total energy = -104510.488 eV
2S+1 = 1
largest force on an atom = 4.42 eV/Å

```
149
Properties=species:S:1:pos:R:3:mulliken_charge:R:1
Na -26.79 -16.69 25.18 0.405
Na -27.74 -10.41 19.86 0.630
C -30.98 -8.66 24.39 0.736
O -31.30 -7.59 23.87 -0.661
O -31.48 -9.09 25.43 -0.560
O -30.31 -9.56 23.88 -0.572
P -23.73 -13.89 21.80 1.146
F -25.24 -13.65 22.09 -0.328
F -23.93 -15.42 21.58 -0.316
F -23.96 -13.64 20.20 -0.374
F -22.11 -13.99 21.47 -0.361
F -23.69 -12.27 22.03 -0.362
F -23.44 -14.21 23.47 -0.401
C -26.34 -4.32 18.02 -1.509
C -26.57 -5.78 17.96 0.398
C -25.50 -6.58 17.23 -0.672
O -26.03 -7.87 16.98 -0.271
C -25.28 -8.63 16.13 -0.770
N -26.55 -6.25 19.29 -0.561
H -26.74 -3.76 17.17 0.383
H -25.30 -4.00 18.06 0.327
H -26.93 -3.76 18.74 0.402
H -27.50 -6.06 17.48 0.299
H -24.68 -6.67 17.94 0.304
H -25.14 -6.15 16.29 0.391
H -24.31 -8.70 16.63 0.348
H -25.11 -8.25 15.13 0.280
H -25.75 -9.61 16.16 0.232
H -27.23 -5.96 19.97 0.241
H -25.62 -6.08 19.64 0.195
C -23.81 -19.23 30.18 -1.277
C -24.26 -20.66 29.86 0.249
C -24.70 -21.48 31.11 -0.564
O -25.13 -22.73 30.65 -0.301
C -25.41 -23.54 31.83 -0.829
N -25.32 -20.58 28.82 -0.724
H -23.71 -18.49 29.38 0.362
H -22.79 -19.15 30.55 0.310
H -24.63 -18.99 30.86 0.316
H -23.48 -21.23 29.36 0.376
H -25.51 -20.85 31.48 0.275
H -23.82 -21.45 31.76 0.329
H -26.18 -23.28 32.57 0.307
H -24.49 -23.75 32.37 0.335
H -25.60 -24.53 31.42 0.311
H -25.78 -21.47 28.71 0.278
H -26.14 -20.15 29.23 0.248
C -27.92 -17.25 13.52 -1.274
C -26.86 -18.21 14.11 0.466
C -25.51 -18.14 13.26 -0.827
O -25.71 -18.28 11.85 -0.360
C -26.12 -19.63 11.52 -0.783
N -26.47 -17.80 15.43 -0.606
H -27.70 -16.18 13.52 0.329
H -28.74 -17.20 14.24 0.383
H -28.34 -17.45 12.54 0.305
H -27.22 -19.24 14.13 0.160
H -24.68 -18.77 13.59 0.404
H -25.16 -17.12 13.35 0.395
H -27.11 -19.87 11.92 0.277
H -25.60 -20.49 11.95 0.335
H -26.22 -19.66 10.44 0.301
H -27.30 -17.42 15.84 0.243
H -25.70 -17.14 15.44 0.252
C -18.34 -5.16 20.22 -1.277
C -18.08 -6.59 19.88 0.422
C -16.60 -7.03 19.61 -0.776
O -15.78 -6.58 20.75 -0.301
C -14.39 -7.12 20.77 -0.756
N -18.72 -7.37 20.99 -0.744
H -18.00 -4.74 21.17 0.250
H -19.42 -5.03 20.17 0.381
H -17.86 -4.68 19.37 0.325
H -18.64 -6.89 19.00 0.395
H -16.23 -6.42 18.78 0.342
H -16.55 -8.10 19.46 0.382
H -13.87 -6.59 21.57 0.242
H -13.87 -6.86 19.84 0.304
H -14.36 -8.20 20.69 0.304
H -18.77 -8.35 20.74 0.250
H -18.07 -7.46 21.76 0.257
C -15.10 -15.92 19.18 -1.271
C -15.77 -16.03 17.75 0.450
C -16.70 -17.22 17.51 -0.613
O -16.00 -18.45 17.82 -0.348
C -15.05 -19.00 16.94 -0.700
N -16.48 -14.77 17.51 -0.632
H -14.51 -15.02 19.31 0.366
H -14.67 -16.90 19.39 0.306
H -15.90 -15.75 19.90 0.303
H -14.92 -15.96 17.07 0.167
H -16.97 -17.37 16.46 0.322
H -17.52 -16.98 18.18 0.364
H -15.54 -19.02 15.96 0.319
H -14.89 -20.04 17.21 0.254
H -14.05 -18.55 16.86 0.263
H -16.01 -13.91 17.73 0.220
H -17.40 -14.70 17.91 0.231
C -22.81 -6.84 28.03 -1.324
C -22.25 -8.19 28.03 0.523
C -21.70 -8.59 29.42 -0.679
O -21.16 -9.92 29.63 -0.357
C -19.91 -10.15 28.96 -0.720
N -23.16 -9.23 27.40 -0.772
H -23.40 -6.67 28.93 0.301
H -23.35 -6.70 27.09 0.358
H -22.02 -6.09 28.02 0.354
H -21.37 -8.14 27.38 0.253
H -22.60 -8.43 30.02 0.363
H -20.97 -7.80 29.65 0.323
H -19.93 -10.08 27.87 0.277
H -19.54 -11.14 29.22 0.281
H -19.11 -9.57 29.43 0.298
H -23.47 -9.00 26.47 0.267
H -22.53 -9.99 27.18 0.254
C -23.85 -24.14 22.70 -1.225
C -23.39 -22.67 22.30 0.280
C -21.90 -22.45 22.56 -0.912
O -21.03 -23.38 22.02 -0.295
C -19.67 -23.06 22.08 -0.765
N -23.55 -22.59 20.88 -0.774
H -23.90 -24.06 23.78 0.316
H -23.09 -24.82 22.33 0.253
H -24.84 -24.35 22.28 0.377
H -23.83 -21.87 22.91 0.375
H -21.62 -22.32 23.60 0.438
H -21.73 -21.47 22.12 0.421
H -19.05 -23.88 21.70 0.239
H -19.38 -22.83 23.11 0.296
H -19.39 -22.18 21.51 0.311
H -23.08 -21.70 20.77 0.321
H -22.84 -23.21 20.51 0.343
C -14.78 -18.59 29.99 -1.267
C -16.29 -18.98 29.91 0.678
C -16.61 -19.71 28.65 -0.846
O -16.61 -18.85 27.54 -0.316
C -17.38 -17.72 27.34 -0.685
N -16.60 -19.80 31.05 -0.635
H -14.42 -17.99 29.16 0.311
H -14.21 -19.52 29.98 0.344
H -14.72 -18.18 31.00 0.382
H -17.02 -18.18 30.02 0.122
H -17.58 -20.19 28.74 0.409
H -15.88 -20.49 28.44 0.291
H -17.22 -17.00 28.15 0.295
H -18.46 -17.89 27.41 0.304
H -17.03 -17.31 26.39 0.235
H -15.84 -19.67 31.71 0.204
H -16.95 -20.71 30.82 0.174
```